Below is a molecular structure, C16H40O20P4S2 in a non-equilibrium geometry, with properties calculated with the ωB97M-V functional and the def2-TZVPD basis.

## Properties
Charge: 0
Orbital gap, eV: 6.873
E_tot, eV: -117014.806

```
82
Properties=species:S:1:pos:R:3:forces:R:3
C -1.69927 2.56046 0.61174 0.087 1.222 -0.637
C -2.72600 3.35555 -0.25339 0.313 -2.371 0.538
C -3.43585 2.32738 -1.18018 0.090 1.879 0.847
O -2.45961 1.73573 -2.04057 -0.682 -0.305 -0.349
C -2.87880 0.58311 -2.59918 1.894 -0.127 -1.170
O -3.80394 -0.06467 -2.24890 -1.537 -0.341 0.659
C -2.01454 0.07370 -3.77949 0.202 0.289 0.970
S -1.52958 -1.66335 -3.40009 -0.446 0.214 -0.042
O 0.13848 -1.61962 -3.06466 1.030 -0.480 -0.499
P 0.97279 -2.67090 -4.02409 -0.227 -0.183 -0.890
O 0.14469 -3.73027 -4.56671 -0.238 -0.259 -0.078
O 2.23668 -3.25205 -3.18769 -0.972 1.564 0.202
O 1.60198 -1.78242 -5.22444 0.171 -0.203 1.635
O -2.08343 4.41309 -0.99989 -1.218 0.302 0.404
C -2.29440 5.59404 -0.32712 -0.841 1.082 -1.853
O -1.96339 5.80590 0.77824 0.692 -0.154 1.894
C -3.07295 6.66433 -1.12467 0.611 -0.519 -1.549
S -2.51043 8.36138 -0.72996 -0.046 0.082 0.104
H -1.00583 2.04494 -0.07393 -0.404 -0.090 0.380
H -2.24705 1.87698 1.27663 0.446 0.178 -0.135
H -1.08625 3.29563 1.16150 -0.447 -0.487 0.124
H -3.52901 3.74007 0.40608 0.464 0.164 -0.344
H -3.93742 1.61695 -0.50643 0.293 -0.040 -0.492
H -4.19784 2.87280 -1.76588 0.291 -0.490 -0.075
H -1.14602 0.72211 -3.96892 -0.315 -0.385 -0.162
H -2.70011 -0.00246 -4.63882 0.479 0.136 0.172
H 2.02670 -3.26877 -2.23691 0.187 -0.127 -0.193
H 2.22485 -1.13827 -4.84569 -0.102 0.018 -0.411
H -2.85574 6.48135 -2.19249 -0.235 0.085 0.444
H -4.16169 6.52840 -0.99610 0.521 0.034 0.208
H -2.51463 8.93947 -1.96511 -0.156 -0.649 0.395
C -1.64284 1.03156 8.05922 0.062 0.163 0.180
O -1.83645 1.50637 6.71693 -0.841 -3.184 1.321
P -3.30613 1.08225 5.97286 -0.420 7.430 -4.796
O -2.81639 1.55680 4.62821 0.555 -1.172 0.198
O -4.11398 2.22315 6.79525 -0.674 -1.113 0.350
C -3.76576 3.58726 6.58677 0.364 0.378 0.257
O -4.77477 0.51945 5.37089 0.893 -2.151 2.497
C -4.69395 -0.49205 4.36048 -0.122 -0.227 -0.159
H -0.71775 1.45782 8.44212 0.000 0.022 -0.112
H -2.46944 1.34381 8.70358 0.019 -0.008 0.005
H -1.56297 -0.05687 8.06656 0.104 0.028 0.123
H -3.22669 3.73883 5.65155 0.007 -0.188 -0.007
H -3.15016 3.93561 7.41814 0.018 0.032 -0.050
H -4.68516 4.17096 6.56221 -0.062 -0.164 0.044
H -3.88344 -1.19198 4.56153 -0.039 -0.052 -0.176
H -4.54514 -0.02413 3.38830 0.149 0.067 0.090
H -5.63625 -1.03842 4.35035 0.014 0.052 0.154
C 1.30335 -4.28701 5.27632 0.046 0.116 0.214
O 1.21871 -3.76872 3.93923 -1.274 -3.019 0.602
P -0.22414 -4.07458 3.10851 -0.530 6.811 -4.011
O 0.26596 -3.62239 1.76393 0.332 -1.209 0.612
O -1.02220 -2.91744 3.91782 -0.596 -0.982 0.170
C -0.66311 -1.55668 3.69152 0.321 0.423 0.281
O -1.69079 -4.72728 2.63218 1.585 -1.670 2.296
C -1.62281 -5.78972 1.67315 -0.112 -0.265 -0.236
H 2.23087 -3.93312 5.72145 0.006 0.026 -0.122
H 0.46347 -3.93500 5.88173 0.017 -0.005 -0.012
H 1.31082 -5.37797 5.25843 0.093 0.020 0.126
H -0.12240 -1.41794 2.75568 -0.007 -0.193 -0.009
H -0.04393 -1.20529 4.51927 0.017 0.047 -0.049
H -1.57434 -0.95994 3.66010 -0.027 -0.101 0.035
H -0.77038 -6.44111 1.86153 -0.037 -0.048 -0.155
H -1.55309 -5.37079 0.67031 0.142 0.072 0.077
H -2.53786 -6.37558 1.74959 0.019 0.077 0.144
C 4.72739 -2.45772 -5.66732 -0.019 -0.276 -0.086
O 5.17125 -1.39636 -6.53113 0.518 0.334 3.271
P 6.66502 -0.69691 -6.14956 2.539 1.333 -7.386
O 6.54442 0.46486 -7.09150 -0.652 -0.127 1.248
O 7.49117 -1.94219 -6.77744 0.359 0.089 1.070
C 7.44742 -2.14747 -8.18459 -0.304 -0.317 -0.329
O 8.04640 -0.21394 -5.33465 -2.266 -1.367 1.863
C 7.96727 1.04775 -4.66202 0.108 0.267 0.192
H 3.81490 -2.88046 -6.07994 0.024 0.118 -0.069
H 5.48317 -3.24475 -5.60075 -0.001 0.034 0.031
H 4.51949 -2.06205 -4.67114 -0.084 -0.179 0.037
H 7.13932 -1.25212 -8.72432 -0.031 0.064 0.162
H 6.75537 -2.96083 -8.41088 -0.007 0.036 -0.043
H 8.44500 -2.43288 -8.51633 0.015 0.008 0.157
H 6.98652 1.19769 -4.21237 0.057 0.163 0.008
H 8.17620 1.85035 -5.36793 -0.149 -0.075 -0.078
H 8.72129 1.06168 -3.87586 -0.034 -0.158 -0.028
```
Positions in Å, forces in eV/Å.


Below is a molecular structure, C23H29F10FeN7O5S in a non-equilibrium geometry, with properties calculated with the ωB97M-V functional and the def2-TZVPD basis.

## Properties
Charge: +1
Orbital gap (alpha / beta), eV: 7.788 / 5.474
E_tot, eV: -117383.602
Spin multiplicity: 6
⟨S²⟩: 8.79

```
76
Properties=species:S:1:pos:R:3:forces:R:3
Fe 0.34639 0.00928 -0.07615 -1.440 0.186 -0.012
C 1.01659 -0.28519 4.12483 -0.156 -0.172 0.090
N -0.32760 -0.49171 3.63945 0.054 0.303 -0.468
C -1.34854 0.52913 3.77569 -0.001 -0.282 0.180
C -0.74980 -1.80197 3.31212 0.043 0.070 -0.042
C -1.11556 -2.05282 1.79281 -0.050 -0.015 0.263
N 0.05553 -1.86171 0.99505 -0.041 0.669 -0.537
C 0.91292 -2.86248 0.70855 0.432 -0.342 0.179
C 2.25709 -2.47939 0.47443 -0.306 0.046 0.103
F 2.54604 -1.17616 0.62480 0.112 0.201 -0.081
C 3.25463 -3.36319 0.17540 0.007 -0.265 -0.007
F 4.49851 -2.92740 0.01156 0.105 0.093 -0.044
C 2.97130 -4.71560 0.06689 0.001 -0.010 -0.046
C 1.67227 -5.13490 0.28847 0.180 0.040 -0.007
F 1.37513 -6.42607 0.18657 -0.050 -0.108 -0.011
C 0.66561 -4.25359 0.62116 0.034 0.246 0.063
F -0.55509 -4.74123 0.80883 -0.248 -0.088 -0.022
H 1.18102 -0.70958 5.12655 0.016 0.041 -0.029
H 1.74692 -0.74652 3.44871 -0.025 0.068 0.007
H 1.23192 0.78116 4.17722 0.006 0.006 -0.042
H -2.11915 0.23444 4.50278 0.066 0.065 0.036
H -0.89622 1.45725 4.12022 0.006 0.004 0.002
H -1.85069 0.72515 2.82533 0.020 0.015 -0.040
H 0.03764 -2.51609 3.56146 -0.042 -0.038 0.112
H -1.65620 -2.07044 3.87116 0.000 -0.117 -0.057
H -1.51815 -3.06023 1.74366 -0.027 -0.043 -0.048
H -1.87937 -1.33161 1.50362 0.112 0.061 -0.011
H 3.74523 -5.42781 -0.18755 -0.029 0.033 0.036
N -1.29643 -0.56920 -1.80467 0.347 0.132 0.085
C -2.23115 0.55499 -1.88420 -0.084 -0.155 0.217
C -3.52774 0.25682 -2.63742 0.030 0.029 -0.061
C -3.41688 0.10467 -4.15804 0.233 0.210 0.207
C -3.54512 1.42549 -4.92633 -0.094 -0.262 -0.053
N -2.49913 2.42151 -4.68397 -0.078 -0.034 0.226
C -1.23206 2.30444 -5.04637 -0.117 -0.025 -0.111
N -0.84860 1.33666 -5.87799 0.158 0.196 0.275
N -0.33671 3.20842 -4.62875 0.178 -0.286 0.034
C -2.52127 0.99498 -0.42939 -0.073 -0.010 -0.303
O -3.57095 1.55615 -0.17356 0.203 0.019 0.143
O -1.55914 0.73836 0.38834 0.586 -0.039 0.179
H -0.80488 -0.76879 -2.66569 -0.098 -0.065 -0.086
H -1.77740 -1.41080 -1.50615 -0.002 -0.056 -0.056
H -1.69063 1.40556 -2.30975 0.079 -0.054 -0.179
H -4.26065 1.03121 -2.40304 0.022 -0.034 0.128
H -3.91545 -0.67295 -2.21230 -0.111 0.028 -0.032
H -4.23665 -0.51902 -4.51732 0.044 -0.052 -0.032
H -2.48529 -0.41423 -4.40939 -0.066 -0.023 -0.110
H -4.47461 1.90734 -4.63087 -0.048 0.014 -0.096
H -3.61384 1.23369 -5.99943 -0.017 0.084 -0.034
H -2.72937 3.19040 -4.07656 -0.024 0.040 -0.006
H -1.50735 0.67493 -6.24631 -0.004 -0.034 0.040
H 0.13347 1.12633 -5.94765 0.082 -0.153 -0.085
H -0.54916 3.79432 -3.83835 -0.028 -0.017 0.013
H 0.63735 2.97998 -4.74665 0.122 0.088 0.011
F 1.81052 5.83123 3.82913 0.033 0.045 -0.025
C 2.34556 5.56794 2.62843 0.015 -0.009 -0.015
F 3.67517 5.66430 2.73578 -0.065 0.055 0.010
F 1.92616 6.52182 1.77921 0.057 -0.011 0.085
C 1.91701 4.20773 2.14161 -0.062 -0.012 -0.059
C 2.83301 3.19418 1.93299 -0.001 0.038 0.058
C 2.36294 1.97842 1.47063 0.021 -0.169 0.055
N 1.07341 1.74910 1.21611 -0.092 -0.371 -0.407
C 0.19277 2.73713 1.42085 -0.060 0.098 0.142
C 0.57241 3.97947 1.89160 0.124 -0.019 0.051
H 3.88578 3.34276 2.12293 0.000 -0.025 -0.012
H 3.04605 1.15390 1.30556 -0.041 0.069 -0.020
H -0.84393 2.50523 1.20828 0.117 0.002 0.036
H -0.16473 4.75274 2.06058 -0.014 -0.025 -0.032
F 4.26268 1.07714 -3.04127 0.056 0.022 0.016
C 3.70848 0.19727 -2.21684 -0.141 0.184 0.041
F 4.27466 -0.98665 -2.38759 0.008 -0.061 -0.009
F 3.91509 0.60562 -0.95876 0.069 -0.088 -0.074
S 1.88952 0.10750 -2.54902 0.116 0.467 -0.737
O 1.78377 0.22685 -3.98231 -0.200 -0.048 0.086
O 1.44462 -1.15169 -1.97049 0.149 -0.086 0.471
O 1.32820 1.24747 -1.80922 -0.104 -0.262 0.459
```
Positions in Å, forces in eV/Å.


Below is 2 unconnected molecules or ions with the total composition C4HBr2F8N in a non-equilibrium geometry, with properties calculated with the ωB97M-V functional and the def2-TZVPD basis.

## Properties
Charge: 0
Orbital gap (alpha / beta), eV: 5.411 / 3.340
Energy relative to the best compared isomer or geometry (same formula, charge and spin), kcal per mole: 125.7
E_tot, eV: -167473.257

```
16
Properties=species:S:1:pos:R:3:forces:R:3
C -0.16634 -0.01619 0.07602 -1.024 2.722 -0.072
C -3.08347 0.11394 -1.66849 0.494 1.186 0.263
C 2.05461 1.08860 0.13451 0.789 -2.201 1.892
C 0.27332 2.04919 -1.12377 -0.455 -2.021 0.083
N 0.71850 1.02200 -0.22147 -0.830 1.685 -2.061
F -3.30756 -1.14246 -1.70834 -0.134 -0.696 -0.301
F -2.96134 0.68514 -2.83643 -0.299 -0.488 0.351
F 2.33749 -0.08498 0.78987 0.355 -0.064 -1.095
F 2.28230 1.97028 1.08128 0.355 1.961 0.574
F 2.94909 1.30303 -0.83852 -0.267 -0.361 0.308
F 0.06974 3.20778 -0.54898 -0.010 1.034 0.350
F -0.86627 1.65903 -1.70677 -0.584 0.266 0.196
F 1.12101 2.16589 -2.11273 0.994 1.061 -1.087
Br -1.13973 0.28409 1.64579 0.057 -0.525 0.936
Br -3.69126 1.08492 -0.23874 -0.376 0.045 -0.538
H 0.31722 -0.87757 -0.09020 0.936 -3.606 0.202
```
Positions in Å, forces in eV/Å.


Below is a single C4H6S4 molecule in a non-equilibrium geometry, with properties calculated with the ωB97M-V functional and the def2-TZVPD basis.

## Properties
Charge: 0
Orbital gap, eV: 8.360
Energy relative to the best compared isomer or geometry (same formula, charge and spin), kcal per mole: 0.0
E_tot, eV: -47585.849
SMILES string: CS[C@H]1SCSC1=S

```
14
Properties=species:S:1:pos:R:3:forces:R:3
C -1.19998 -1.11414 1.07980 -0.743 -0.890 0.288
S -0.59840 -1.88121 -0.42830 0.118 0.172 -0.117
C 0.32551 -0.51364 -1.21484 -0.076 0.065 0.308
S -0.59031 1.03050 -1.48658 0.161 -0.055 0.214
C -0.02201 1.86870 0.01644 0.312 -0.110 -0.185
S 1.62621 1.24187 0.46652 -0.202 -0.176 -0.250
C 1.64157 -0.21490 -0.49182 -0.264 0.223 -0.045
S 2.95026 -1.15707 -0.58842 0.000 -0.040 0.008
H -0.39673 -0.77976 1.71432 0.322 0.111 0.258
H -1.89606 -0.30994 0.87110 -0.074 0.152 -0.108
H -1.76890 -1.91797 1.61292 0.527 0.658 -0.416
H 0.55540 -0.91041 -2.19789 0.126 -0.047 -0.095
H 0.06644 2.93076 -0.20384 0.003 -0.018 -0.011
H -0.69302 1.72721 0.85059 -0.210 -0.045 0.151
```
Positions in Å, forces in eV/Å.


Below is a molecular structure, CH3ClOP2 in a non-equilibrium geometry, with properties calculated with the ωB97M-V functional and the def2-TZVPD basis.

## Properties
Charge: 0
Orbital gap, eV: 7.501
Energy relative to the best compared isomer or geometry (same formula, charge and spin), kcal per mole: 27.4
E_tot, eV: -34230.838

```
8
Properties=species:S:1:pos:R:3:forces:R:3
C -0.36251 0.81388 0.10280 0.256 -3.000 1.197
O -2.08621 -1.66447 -1.65755 0.225 -0.453 -1.168
P -2.52554 -1.15729 -0.36271 -0.549 -0.546 1.089
P -0.66441 -1.42860 0.98848 0.182 2.953 -0.717
Cl -1.89016 1.31614 -0.56409 -0.194 1.009 -0.225
H -0.07344 1.42395 0.94160 -0.021 0.092 0.082
H 0.38742 0.70624 -0.67011 -0.067 0.024 0.024
H 0.02948 -1.96428 -0.10204 0.169 -0.078 -0.281
```
Positions in Å, forces in eV/Å.